No. 1
{
  "formula": "C4H9N2O",
  "method": "ωB97M-V with the def2-TZVPD basis set",
  "charge": 1,
  "largest_force_ev_per_a": 3.14,
  "multiplicity": 1,
  "lumo_ev": -7.1,
  "de_lowest_ev": 3.291,
  "gap_ev": 7.162,
  "e_homo_ev": -14.23,
  "symbols": ["C", "C", "C", "N", "C", "N", "H", "H", "H", "H", "H", "H", "H", "H", "H", "O"],
  "positions_angstrom": [[0.5045, -0.5498, -1.5826], [-0.2144, 0.0229, -0.4085], [-1.3803, 0.8695, -0.5968], [-1.7198, 1.3770, 0.5535], [-0.9255, 0.5914, 1.5202], [0.2552, 0.0734, 0.7912], [-0.0733, -0.4000, -2.4989], [1.4496, -0.0340, -1.7678], [0.6915, -1.6189, -1.4959], [-1.6985, 1.2091, -1.5734], [-1.6757, 2.3877, 0.6800], [-1.5796, -0.2562, 1.7482], [2.9659, -1.9919, 1.0488], [-0.6400, 1.0973, 2.4387], [1.7222, -1.0516, 0.7483], [2.3181, -1.7260, 0.3951]],
  "lowdin_charge": [-0.0049, -0.2827, 0.1107, 0.1440, -0.0912, 0.1847, 0.0910, 0.1135, 0.0990, 0.1681, 0.2008, 0.1613, 0.0463, 0.1474, -0.0261, -0.0620]
}

=====

No. 2
{
  "formula": "C2H2N2OP",
  "method": "ωB97M-V with the def2-TZVPD basis set",
  "charge": 1,
  "smiles": "N#CCP=[N+]=O",
  "largest_force_ev_per_a": 4.70,
  "multiplicity": 1,
  "lumo_ev": [-8.4, -8.4],
  "de_lowest_ev": 2.030,
  "gap_ev": [8.251, 8.252],
  "e_homo_ev": [-16.64, -16.64],
  "symbols": ["N", "C", "C", "P", "N", "O", "H", "H"],
  "positions_angstrom": [[1.5843, 1.6786, -0.1619], [1.0314, 0.7299, -0.4661], [0.1974, -0.3629, -0.8109], [-1.5716, -0.2784, 0.0246], [-1.0395, -0.1604, 1.4171], [-0.8002, -0.1311, 2.5377], [0.6148, -1.3606, -0.6823], [-0.0165, -0.1150, -1.8583]],
  "lowdin_charge": [0.2251, -0.3021, -0.2604, 1.2373, -0.3841, 0.2737, 0.1077, 0.1028]
}

=====

No. 3
{
  "formula": "C3H10N2S",
  "method": "ωB97M-V with the def2-TZVPD basis set",
  "charge": -1,
  "largest_force_ev_per_a": 2.34,
  "multiplicity": 2,
  "lumo_ev": [4.2, 4.2],
  "de_lowest_ev": 0.321,
  "gap_ev": [4.749, 7.005],
  "e_homo_ev": [-0.55, -2.82],
  "symbols": ["C", "C", "S", "H", "H", "H", "H", "H", "N", "C", "N", "H", "H", "H", "H", "H"],
  "positions_angstrom": [[1.2157, 0.8814, -1.5827], [0.6689, 1.9591, -0.6369], [0.4296, 1.3966, 1.1039], [2.0433, 0.4466, -1.0202], [0.5455, 0.0820, -1.8949], [1.6662, 1.3897, -2.4429], [1.5666, 2.5510, -0.4448], [-0.0286, 2.6169, -1.1633], [-0.2920, -2.0229, 1.8071], [-1.3569, -1.8464, 0.8990], [-1.6031, -0.5734, 0.4181], [0.2300, -1.1851, 2.0053], [0.2932, -2.8350, 1.7117], [-2.0991, -2.6199, 0.7638], [-2.5216, -0.4331, 0.0440], [-0.7578, 0.1924, 0.4327]],
  "lowdin_charge": [-0.2269, -0.7446, 0.2927, 0.0430, 0.0477, 0.0455, -0.0007, 0.0426, -0.0198, -0.4013, -0.0763, -0.0014, 0.0389, 0.0383, 0.0324, -0.1101]
}